Record 1
The following is a quantum chemistry calculation of a 6-piece molecular cluster, C44H58F40O9 overall at a distorted geometry, from the Open Molecules 2025 dataset.

The geometry in XYZ format:
```
151
Properties=species:S:1:pos:R:3:lowdin_charge:R:1
C 5.6776 -4.4459 0.8459 -0.16
C 6.0399 -3.3554 -0.3233 -0.25
C 4.5768 -2.8261 -0.9285 -0.23
C 3.8696 -1.8068 0.1572 -0.21
C 2.8459 -0.8336 -0.6941 -0.21
C 1.2497 -1.2013 -0.4609 -0.20
C 0.6031 -0.4411 0.8765 -0.19
C -0.4755 0.7604 0.4537 -0.20
C -1.8560 0.7227 1.3561 -0.21
C -2.7698 -0.6112 1.0809 -0.16
C -3.9150 -0.4081 -0.1070 -0.16
O -3.3274 0.0341 -1.3813 -0.09
C -3.8947 -0.8363 -2.4202 -0.28
O -5.2422 -0.7550 -2.6041 -0.01
O -3.1686 -1.7382 -3.3211 -0.04
C -1.8787 -2.1781 -2.7804 -0.17
C -1.9163 -3.5210 -1.8468 -0.17
C -3.1684 -4.5387 -2.1136 -0.19
C -3.8236 -4.8790 -0.6284 -0.21
C -4.9579 -6.0618 -0.6505 -0.16
C -5.1341 -6.6113 0.9180 -0.22
O -4.6875 -5.6164 1.9160 -0.27
C -5.7244 -4.6018 2.1797 -0.12
H 6.5509 -5.2133 1.0708 0.08
H 5.4068 -3.8331 1.8246 0.09
H 4.7016 -5.0221 0.4830 0.07
H 6.6396 -3.8226 -1.2207 0.10
H 6.5785 -2.3949 0.1122 0.11
H 3.8463 -3.7462 -1.1393 0.12
H 4.8202 -2.3232 -1.9566 0.08
H 4.6585 -1.0964 0.6912 0.12
H 3.2958 -2.3872 0.9957 0.11
H 3.0356 0.3226 -0.4944 0.12
H 3.0651 -1.0141 -1.8383 0.09
H 0.6756 -0.7694 -1.3928 0.08
H 1.0565 -2.3743 -0.3670 0.12
H 1.5211 -0.0188 1.4953 0.11
H 0.0556 -1.2137 1.5839 0.10
H -0.7959 0.6985 -0.6832 0.09
H 0.0817 1.8066 0.5655 0.11
H -2.4953 1.7123 1.2495 0.12
H -1.4995 0.6497 2.4925 0.12
H -2.0741 -1.5381 0.8939 0.10
H -3.3868 -0.8277 2.0703 0.12
H -4.4045 -1.4882 -0.2442 0.13
H -4.7851 0.3229 0.2587 0.15
H -1.1976 -2.4477 -3.7237 0.15
H -1.2775 -1.3602 -2.1881 0.11
H -1.8192 -3.3023 -0.6778 0.10
H -0.9267 -4.1355 -2.1104 0.13
H -2.7221 -5.5725 -2.5018 0.12
H -3.9491 -4.1885 -2.9095 0.12
H -4.2097 -3.8552 -0.2032 0.09
H -2.8981 -5.2116 0.0475 0.13
H -5.9962 -5.5926 -0.9398 0.11
H -4.6674 -6.9355 -1.3846 0.12
H -4.4346 -7.5746 0.9885 0.13
H -6.2292 -7.0130 1.1307 0.13
H -6.7160 -4.7776 1.5659 0.10
H -5.3018 -3.5532 1.7974 0.09
H -6.0493 -4.5307 3.3181 0.10
F -1.1532 3.4798 -5.7942 0.08
C -2.4261 3.0873 -6.0148 -0.29
F -2.9040 3.8897 -7.0043 0.09
C -3.3033 3.1859 -4.7710 -0.42
F -3.4880 4.4773 -4.3902 0.12
F -4.5515 2.7190 -5.1001 0.11
C -2.8212 2.3726 -3.5597 -0.05
O -2.0321 3.0725 -2.5898 0.04
C -0.6502 3.2185 -2.9149 -0.46
F -0.3445 2.3614 -3.9204 0.11
F 0.0369 2.7719 -1.8276 0.12
C -0.2472 4.6648 -3.2199 -0.27
F -1.0304 5.2166 -4.1774 0.09
F 1.0303 4.7270 -3.6810 0.10
H -2.4080 2.0642 -6.4040 0.18
H -3.7211 2.0775 -3.0082 0.14
H -2.3550 1.4249 -3.8540 0.14
H -0.3190 5.2909 -2.3259 0.14
F 5.5982 -7.1987 4.1918 0.08
C 6.0470 -8.2819 4.8614 -0.29
F 7.2783 -8.5584 4.3528 0.09
C 5.1251 -9.4894 4.7259 -0.43
F 5.1002 -9.9593 3.4510 0.12
F 5.6532 -10.5068 5.4811 0.10
C 3.6816 -9.2722 5.2059 -0.05
O 2.7208 -8.9095 4.2067 0.03
C 2.7026 -7.5285 3.8475 -0.47
F 3.3800 -6.8232 4.7870 0.12
F 1.4041 -7.1334 3.9543 0.14
C 3.2055 -7.2641 2.4246 -0.26
F 4.4301 -7.8030 2.2129 0.08
F 3.3236 -5.9300 2.1904 0.08
H 6.1821 -8.0052 5.9119 0.18
H 3.3296 -10.2426 5.5744 0.15
H 3.6287 -8.6104 6.0784 0.15
H 2.5216 -7.6827 1.6806 0.18
F -0.6008 8.7535 1.3017 0.09
C -0.1575 8.9114 2.5673 -0.29
F 0.0980 10.2394 2.7164 0.09
C 1.0894 8.0862 2.8684 -0.43
F 2.1619 8.5227 2.1572 0.12
F 1.4172 8.2875 4.1862 0.10
C 0.9399 6.5703 2.6660 -0.05
O 1.3662 6.0465 1.4023 0.04
C 0.4271 6.1800 0.3360 -0.47
F -0.7886 6.4766 0.8585 0.12
F 0.3023 4.9380 -0.2074 0.12
C 0.8711 7.1720 -0.7440 -0.26
F 1.1847 8.3816 -0.2213 0.09
F -0.1232 7.3860 -1.6463 0.09
H -0.9732 8.6568 3.2517 0.16
H 1.6098 6.0946 3.3914 0.15
H -0.0598 6.2112 2.9374 0.14
H 1.7480 6.8017 -1.2828 0.18
F -3.1018 8.7745 5.2326 0.08
C -2.6530 7.6913 5.9022 -0.28
F -1.4217 7.4147 5.3936 0.08
C -3.5749 6.4838 5.7668 -0.43
F -3.5998 6.0139 4.4919 0.12
F -3.0468 5.4663 6.5220 0.10
C -5.0184 6.7009 6.2468 -0.05
O -5.9792 7.0636 5.2476 0.03
C -5.9974 8.4447 4.8883 -0.47
F -5.3200 9.1499 5.8279 0.12
F -7.2959 8.8398 4.9952 0.14
C -5.4945 8.7091 3.4655 -0.26
F -4.2699 8.1702 3.2538 0.08
F -5.3764 10.0431 3.2312 0.10
H -2.5179 7.9679 6.9528 0.18
H -5.3704 5.7306 6.6152 0.15
H -5.0713 7.3628 7.1193 0.15
H -6.1784 8.2905 2.7215 0.18
F 3.4120 -1.4054 -4.6559 0.07
C 2.6073 -0.9199 -5.6254 -0.29
F 1.4529 -1.6363 -5.5536 0.09
C 3.2215 -1.0269 -7.0174 -0.43
F 3.3531 -2.3218 -7.4080 0.12
F 2.3420 -0.4632 -7.9081 0.10
C 4.5693 -0.3116 -7.1987 -0.05
O 5.7471 -1.1114 -7.0366 0.03
C 6.1583 -1.3294 -5.6875 -0.47
F 5.5180 -0.4422 -4.8863 0.12
F 7.4750 -0.9863 -5.6398 0.14
C 5.9877 -2.7808 -5.2273 -0.26
F 4.7253 -3.2293 -5.4268 0.09
F 6.2358 -2.9014 -3.8959 0.08
H 2.3629 0.1189 -5.3814 0.18
H 4.6088 0.0119 -8.2451 0.15
H 4.6278 0.6181 -6.6204 0.15
H 6.6692 -3.4471 -5.7639 0.18
```

## Properties
SMILES = CCCCCCCCCCCOC(=O)OCCCCCCOC.FC(F)C(F)(F)COC(F)(F)C(F)F.FC(F)C(F)(F)COC(F)(F)C(F)F.FC(F)C(F)(F)COC(F)(F)C(F)F.FC(F)C(F)(F)COC(F)(F)C(F)F.FC(F)C(F)(F)COC(F)(F)C(F)F
HOMO-LUMO gap = 10.23 eV

---

Record 2
The following is a quantum chemistry calculation of C35H28BrFIN4NiO5S as an isolated structure, from the Open Molecules 2025 dataset.

The geometry in XYZ format:
```
77
Properties=species:S:1:pos:R:3:lowdin_charge:R:1
Ni -1.9106 2.5639 -0.1674 0.45
F 1.1784 -3.1873 -1.3574 0.04
C 1.0726 -2.5378 -0.1612 -0.20
C -0.0496 -1.8387 0.1572 0.10
C -0.0684 -1.1236 1.3545 -0.05
C -1.1413 -0.1135 1.4979 -0.34
O -2.0098 -0.0470 0.6450 0.01
C -1.0086 0.7609 2.6358 -0.03
C -0.0271 0.5276 3.5295 0.03
N 0.9695 -0.4052 3.3913 0.01
C 2.0677 -0.4206 4.3191 -0.27
C 3.4025 0.1189 3.8772 -0.12
C 2.5738 0.8775 4.8688 -0.09
C 0.9969 -1.1968 2.2567 -0.14
C 2.1256 -1.9558 1.9143 0.06
C 2.1855 -2.5547 0.6776 -0.19
N 3.4532 -2.9901 0.1634 -0.10
C 3.5999 -4.3975 -0.1204 -0.16
C 5.0748 -4.7007 -0.3076 -0.10
N 5.6065 -3.8175 -1.4102 0.05
C 5.3777 -2.3465 -1.1315 -0.08
C 3.8934 -2.1511 -0.9386 -0.15
C -1.8181 2.0388 2.8328 -0.60
O -2.0098 2.3799 4.0053 0.00
O -2.1130 2.7221 1.8070 -0.07
H -0.8838 -1.7279 -0.5269 0.14
H 0.0300 1.1588 4.4047 0.14
H 2.0725 -1.2746 4.9889 0.15
H 3.4342 0.5262 2.8731 0.03
H 4.2919 -0.3934 4.2215 0.10
H 2.1090 1.7858 4.5140 0.11
H 2.8720 0.8890 5.9075 0.10
H 3.0177 -1.9335 2.5209 0.11
H 3.0460 -4.7144 -1.0210 0.13
H 3.2220 -4.9822 0.7175 0.14
H 5.2587 -5.7330 -0.6008 0.13
H 5.6419 -4.4526 0.5877 0.14
H 5.1089 -4.0495 -2.2732 0.18
H 6.5954 -4.0027 -1.5669 0.17
H 5.7703 -1.7890 -1.9798 0.14
H 5.9332 -2.1090 -0.2263 0.14
H 3.3686 -2.3769 -1.8817 0.14
H 3.6842 -1.1044 -0.6993 0.10
I -4.0863 0.3571 -2.0553 1.09
C -2.2829 0.4742 -3.1096 -0.62
C -2.0620 -0.5325 -4.0104 -0.20
C -1.0541 -0.4102 -4.9906 -0.12
C -0.3677 0.7606 -5.0952 -0.07
C -0.5800 1.8199 -4.1752 -0.18
C 0.0956 3.0473 -4.3565 -0.08
C -0.1033 4.0652 -3.4688 -0.09
C -0.8777 3.8469 -2.3163 -0.12
C -1.5164 2.6551 -2.0439 -0.15
C -1.4756 1.6586 -3.0709 -0.20
H -2.7109 -1.3983 -4.0139 0.07
H -0.8880 -1.2185 -5.6936 0.09
H 0.3518 0.9133 -5.8932 0.10
H 0.7520 3.1609 -5.2127 0.09
H 0.3836 5.0231 -3.6160 0.09
H -0.9207 4.6378 -1.5750 0.10
S 2.7482 1.4318 0.4075 0.46
C 1.1693 1.9073 0.2003 -0.83
N 0.0830 2.2803 0.0325 0.10
Br -7.3146 2.4209 -1.9102 0.71
C -6.6007 1.8576 -0.2381 -0.68
C -7.2215 0.7779 0.3742 -0.16
C -6.7557 0.3221 1.5986 -0.11
C -5.6711 0.9475 2.1970 -0.07
C -5.0472 2.0080 1.5602 -0.01
C -5.4940 2.4799 0.3270 -0.21
C -4.7770 3.6746 -0.2894 -0.65
O -5.4643 4.6521 -0.5733 0.00
O -3.5203 3.5790 -0.4120 -0.07
H -8.0648 0.3042 -0.1102 0.08
H -7.2431 -0.5184 2.0781 0.09
H -5.2965 0.6065 3.1545 0.10
H -4.1815 2.4865 2.0012 0.10
```

## Properties
HOMO-LUMO gap (spin up / spin down) = 4.14 / 4.13 eV
Net charge = -1
Energy above the lowest of the compared OMol25 structures with the same formula, charge and spin = 0.000 eV

---

Record 3
The following is a quantum chemistry calculation of a 3-piece molecular cluster, C32H47BBrINO12 overall at a distorted geometry, from the Open Molecules 2025 dataset.

The geometry in XYZ format:
```
95
Properties=species:S:1:pos:R:3:lowdin_charge:R:1
C -0.7235 0.6201 3.7674 -0.13
C -0.9765 -0.8468 3.4471 -0.76
Br -1.5120 -1.8091 5.0659 0.63
C -1.9815 -1.0376 2.3113 -0.25
C -1.3896 -1.6213 1.0207 -0.76
I -0.8601 -3.7004 1.4769 0.90
O -2.2576 -1.6315 -0.0105 -0.02
B -2.1460 -0.3646 -0.7939 -0.69
C -3.3415 0.7316 -0.5446 -0.06
O -4.6290 0.0766 -0.4583 -0.10
C -5.7494 0.8623 -0.1996 -0.26
O -5.4640 2.2325 -0.0683 -0.11
C -6.2569 3.1014 -0.8317 -0.21
C -5.4281 4.3117 -1.2369 -0.22
O -5.5710 5.3621 -0.2806 -0.07
C -1.6900 -0.5837 -2.3448 -0.07
C -1.2644 0.5335 -3.0790 -0.05
C -0.8022 0.3967 -4.3830 -0.10
C -0.7524 -0.8612 -4.9848 -0.12
C -1.1817 -1.9796 -4.2770 -0.09
C -1.6459 -1.8316 -2.9708 -0.04
O -0.9405 0.2865 -0.1058 0.00
C -0.2126 -0.7236 0.5114 -0.33
C 0.8482 -1.4036 -0.3705 -0.13
C 2.2915 -1.2163 0.1501 -0.09
C 2.8584 0.1003 -0.2958 -0.48
O 2.3087 1.1325 -0.0488 0.12
N 4.0738 0.1107 -1.0146 0.12
C 5.1572 0.8488 -0.4489 -0.23
C 5.1360 1.3261 0.8559 -0.02
C 6.2139 2.0613 1.3276 -0.09
C 7.3254 2.3173 0.5245 -0.10
C 7.3531 1.8175 -0.7730 -0.10
C 6.2722 1.0950 -1.2561 -0.03
H -1.6311 1.2087 3.6856 0.08
H 0.0034 1.0430 3.0783 0.07
H -0.3026 0.7139 4.7639 0.05
H -0.0363 -1.2981 3.1511 0.05
H -2.7957 -1.6844 2.6269 0.09
H -2.4297 -0.0886 2.0312 0.11
H -3.1012 1.2600 0.3744 0.11
H -3.3729 1.4312 -1.3817 0.10
H -6.2040 0.5157 0.7384 0.13
H -6.4893 0.6977 -0.9901 0.12
H -7.1114 3.4773 -0.2619 0.13
H -6.6199 2.6232 -1.7432 0.12
H -5.6749 4.6359 -2.2474 0.11
H -4.3908 3.9766 -1.2406 0.12
H -5.5404 6.1943 -0.7545 0.07
H -1.2808 1.5070 -2.6127 0.11
H -0.4602 1.2733 -4.9148 0.09
H -0.3727 -0.9640 -5.9917 0.08
H -1.1457 -2.9643 -4.7203 0.09
H -1.9753 -2.6911 -2.4065 0.08
H 0.3420 -0.1964 1.2891 0.12
H 0.7924 -0.9518 -1.3587 0.12
H 0.6762 -2.4674 -0.5026 0.05
H 2.8872 -2.0395 -0.2428 0.11
H 2.3070 -1.2550 1.2360 0.12
H 4.3488 -0.8168 -1.3067 0.13
H 4.2992 1.1428 1.5083 0.11
H 6.2217 2.4482 2.3355 0.10
H 8.1544 2.9013 0.8901 0.09
H 8.2011 1.9868 -1.4186 0.10
H 6.2782 0.7079 -2.2635 0.11
C -0.0223 -8.8476 -5.0142 -0.07
C -0.9518 -7.7781 -5.5487 -0.22
O -1.9442 -7.4050 -4.5886 0.03
C -1.5148 -6.5836 -3.6200 -0.61
O -0.4017 -6.1358 -3.5278 0.12
O -2.5332 -6.3405 -2.8071 0.01
C -2.2196 -5.4995 -1.6832 -0.05
H -0.5955 -9.7059 -4.6603 0.08
H 0.6627 -9.1795 -5.7952 0.08
H 0.5645 -8.4708 -4.1778 0.07
H -1.5096 -8.1567 -6.4041 0.12
H -0.3997 -6.8960 -5.8733 0.12
H -1.7574 -4.5703 -2.0020 0.06
H -1.5613 -6.0233 -0.9933 0.08
H -3.1593 -5.2792 -1.1868 0.10
C 3.3578 5.5270 7.3337 -0.07
C 1.9843 5.5444 6.6968 -0.22
O 2.0475 5.8552 5.3000 0.03
C 2.4270 4.8455 4.5110 -0.61
O 2.6858 3.7277 4.8752 0.12
O 2.4467 5.2853 3.2574 0.01
C 2.8709 4.3095 2.2970 -0.02
H 3.8758 6.4686 7.1449 0.08
H 3.2733 5.3817 8.4110 0.08
H 3.9675 4.7229 6.9242 0.07
H 1.3743 6.3317 7.1365 0.12
H 1.4642 4.5980 6.8422 0.12
H 2.2841 3.3977 2.3758 0.09
H 3.9294 4.0893 2.4293 0.09
H 2.7163 4.7461 1.3155 0.10
```

## Properties
HOMO-LUMO gap = 7.79 eV
Net charge = -1

---

Record 4
The following is a quantum chemistry calculation of C12H21FeO12 as an isolated structure at a distorted geometry, from the Open Molecules 2025 dataset.

The geometry in XYZ format:
```
46
Properties=species:S:1:pos:R:3:nbo_charge:R:1
Fe -24.2109 9.5271 13.1054 1.89
C -24.6192 13.2006 14.6629 -0.72
C -24.4636 11.7578 14.2250 0.81
O -23.3404 11.2033 14.0632 -0.68
O -25.3527 11.0292 13.8304 -0.67
H -23.7527 13.4728 15.2657 0.25
H -25.5179 13.2030 15.2797 0.25
H -24.7181 13.8761 13.8132 0.26
C -22.2626 6.8261 15.5254 -0.71
C -22.9562 7.9316 14.6501 0.80
O -22.3768 8.5272 13.7722 -0.51
O -24.1065 8.3645 14.7840 -0.56
H -21.4236 7.2615 16.0682 0.27
H -21.9229 6.0169 14.8790 0.25
H -23.0958 6.5075 16.1518 0.25
C -22.1903 8.6923 9.8234 -0.75
C -23.2417 9.0628 10.7965 0.79
O -23.9508 8.2344 11.4183 -0.59
O -23.3783 10.1887 11.3234 -0.55
H -21.4508 9.4873 9.7276 0.27
H -22.4270 8.3401 8.8194 0.28
H -21.6678 7.8351 10.2482 0.27
C -27.6801 12.9616 12.1306 -0.25
O -27.3466 12.7485 10.7845 -0.50
C -26.5774 11.6165 10.4884 1.01
O -26.1090 10.8593 11.2447 -0.65
O -26.5092 11.4982 9.1580 -0.49
C -25.6353 10.4464 8.5892 -0.26
H -28.2940 13.8575 12.0371 0.21
H -26.8870 13.2250 12.8304 0.17
H -28.1035 12.0407 12.5315 0.19
H -25.0900 10.8245 7.7244 0.21
H -26.1384 9.5151 8.3289 0.20
H -24.7783 10.1655 9.2012 0.18
C -26.4564 6.1849 11.6490 -0.25
O -27.5240 7.0421 12.1392 -0.49
C -27.3136 8.1282 12.8403 1.07
O -26.1233 8.5387 13.0262 -0.75
O -28.4023 8.8334 13.2115 -0.47
C -29.6838 8.3477 13.2034 -0.26
H -26.0614 6.6526 10.7472 0.21
H -27.0939 5.3747 11.2949 0.21
H -25.7988 5.7929 12.4248 0.21
H -30.3700 8.9162 13.8310 0.21
H -29.6142 7.3537 13.6452 0.20
H -30.1156 8.4994 12.2141 0.20
```

## Properties
HOMO-LUMO gap (spin up / spin down) = 11.15 / 4.80 eV
Net charge = +1
Spin multiplicity = 7
Energy above the lowest of the compared OMol25 structures with the same formula, charge and spin = 0.000 eV